P) Density functional theory data (ωB97M-V/def2-TZVPD) for 7 unconnected molecules or ions with the total composition H14O7.

Cartesian coordinates (Å):
1 H 0.5817 0.6146 0.5724
2 H 0.8248 -0.7509 0.8889
3 H -0.6086 4.0652 -2.3669
4 H 0.0485 3.9903 -1.1133
5 H -2.5691 -1.3552 -1.2918
6 H -2.9492 0.1915 -1.1428
7 H 2.8833 0.2405 0.8781
8 H 2.2002 1.2277 1.5898
9 H -0.9325 -3.5966 -1.1886
10 H -0.1096 -2.2383 -1.2279
11 H -3.7880 0.0087 1.3748
12 H -4.0465 -0.0817 2.9740
13 H 4.9775 -1.0488 -0.9402
14 H 4.2095 -0.8877 0.4511
15 O 0.2987 0.0387 1.2462
16 O -0.7874 3.8242 -1.4386
17 O -3.2623 -0.7755 -1.0383
18 O 2.1573 0.3364 1.5034
19 O -0.3863 -2.9423 -1.7788
20 O -3.5368 -0.3505 2.1877
21 O 4.7948 -0.5104 -0.1394

Summary:
* Kohn-Sham gap: 9.01 eV
* HOMO energy: -9.0 eV
* SMILES string: O.O.O.O.O.O.O

---

Q) Density functional theory data (ωB97M-V/def2-TZVPD) for 7 unconnected molecules or ions with the total composition H14O7.

Cartesian coordinates (Å):
1 O -0.9846 -0.5825 -2.3283
2 H -1.4716 -0.1215 -3.0013
3 H -1.0866 -1.4955 -2.5593
4 O 0.6744 -2.8135 0.1137
5 H 0.9554 -2.5415 -0.7813
6 H 0.8424 -3.7455 0.2797
7 O -0.9136 3.4055 0.9887
8 H -0.9496 4.2015 0.4747
9 H -1.3576 2.7335 0.4757
10 O 2.6564 -2.4895 2.0137
11 H 1.9924 -2.4985 1.3377
12 H 2.7104 -3.2965 2.5427
13 O 0.9694 0.8465 2.4757
14 H 0.3984 0.6865 1.7257
15 H 0.6304 1.6355 2.8177
16 O -0.8626 2.7615 -2.0793
17 H -1.5676 2.8645 -2.6983
18 H -0.8556 1.8505 -2.2333
19 O -0.6956 -0.1625 0.3737
20 H -0.1816 -0.9175 0.6247
21 H -0.9036 -0.3205 -0.5633

Summary:
* Kohn-Sham gap: 9.67 eV
* HOMO energy: -10.0 eV
* SMILES string: O.O.O.O.O.O.O

---

R) Density functional theory data (ωB97M-V/def2-TZVPD) for 7 unconnected molecules or ions with the total composition H14O7.

Cartesian coordinates (Å):
1 O 5.0834 -3.3671 -1.8844
2 H 4.2999 -3.4337 -2.4304
3 H 4.8901 -2.6565 -1.2730
4 O 0.9215 -3.3279 -4.3630
5 H 0.1923 -2.7401 -4.1656
6 H 1.0937 -3.1924 -5.2947
7 O -1.2493 3.8083 4.2184
8 H -1.3832 4.6339 4.6839
9 H -0.9687 3.1934 4.8963
10 O -4.1907 -1.4523 -2.0800
11 H -4.9343 -1.4784 -1.4778
12 H -3.4225 -1.4062 -1.5108
13 O -0.2865 -0.7282 0.3371
14 H -0.5171 -0.1334 1.0508
15 H 0.5968 -1.0286 0.5510
16 O -4.3653 4.5993 0.9052
17 H -3.6410 4.2573 1.4294
18 H -5.1523 4.3325 1.3803
19 O 4.1928 -0.2305 1.4385
20 H 4.8577 -0.3519 2.1162
21 H 3.9827 0.7027 1.4727

Summary:
* Kohn-Sham gap: 11.46 eV
* HOMO energy: -11.2 eV
* SMILES string: O.O.O.O.O.O.O

---

S) Density functional theory data (ωB97M-V/def2-TZVPD) for 7 unconnected molecules or ions with the total composition H14O7.

Cartesian coordinates (Å):
1 O 3.5988 -2.1552 -0.1662
2 H 2.9102 -1.6157 -0.5694
3 H 3.2021 -3.0229 -0.0643
4 O -2.3898 -0.1722 -0.5943
5 H -2.0501 0.6719 -0.9116
6 H -3.2059 -0.3147 -1.0836
7 O -3.9063 -0.4610 1.9551
8 H -3.7737 -1.3799 2.1995
9 H -3.4505 -0.3560 1.1118
10 O 0.5642 2.9370 2.0228
11 H 0.0674 2.1736 1.7172
12 H -0.0923 3.6234 2.1643
13 O 0.3388 0.4250 -0.0471
14 H -0.4176 -0.0313 0.3341
15 H 0.8221 -0.2707 -0.5104
16 O 0.8988 -2.0637 -1.3624
17 H 0.3853 -2.0384 -2.1751
18 H 0.7813 -2.9566 -1.0266
19 O 2.0428 2.6581 -0.8277
20 H 2.1397 2.4034 -1.7482
21 H 1.5347 1.9462 -0.4179

Summary:
* Kohn-Sham gap: 10.33 eV
* HOMO energy: -10.6 eV
* SMILES string: O.O.O.O.O.O.O

---

S) takes first place; second place is 39.9 kJ/mol up.

---

P) Density functional theory data (ωB97M-V/def2-TZVPD) for 7 unconnected molecules or ions with the total composition H14O7.

Cartesian coordinates (Å):
1 H 1.1646 0.8943 -0.7084
2 H 0.0557 0.1731 0.0401
3 H 3.1913 -3.9161 1.1042
4 H 1.8385 -3.4267 1.5945
5 H 0.2230 2.2181 1.4813
6 H 0.6631 1.2134 2.5333
7 H -1.3047 -0.3265 -1.4355
8 H -1.6562 -1.6054 -0.6933
9 H -1.4934 2.6716 -0.8480
10 H -0.0806 3.1881 -0.6306
11 H 2.7482 1.1415 -0.7289
12 H 3.4552 -0.2039 -0.7232
13 H -5.3475 -0.8954 -0.3144
14 H -3.9681 -1.4835 -0.5620
15 O 0.8181 0.7462 0.1787
16 O 2.5014 -4.1091 1.7490
17 O 0.0926 1.9797 2.4060
18 O -1.0764 -1.2614 -1.3821
19 O -0.7409 3.0475 -1.3186
20 O 3.3508 0.5976 -1.2484
21 O -4.4348 -0.6430 -0.4938

Summary:
* Kohn-Sham gap: 11.16 eV
* HOMO energy: -11.3 eV
* SMILES string: O.O.O.O.O.O.O

---

Q) Density functional theory data (ωB97M-V/def2-TZVPD) for 7 unconnected molecules or ions with the total composition H14O7.

Cartesian coordinates (Å):
1 O 4.4580 3.6030 19.0360
2 H 4.6230 3.8790 18.1370
3 H 3.7660 4.1580 19.3730
4 O 2.2580 8.6210 16.9320
5 H 2.5140 8.5810 16.0370
6 H 1.5080 9.2610 17.0010
7 O 7.0190 7.5090 17.1750
8 H 7.1840 6.9140 16.3940
9 H 7.0990 7.0140 17.9490
10 O 2.3980 4.7920 17.1460
11 H 2.9730 5.4290 17.4820
12 H 2.2100 5.2240 16.3430
13 O -0.3200 7.5320 17.1750
14 H -0.4060 8.2630 16.5390
15 H 0.6560 7.5180 17.3300
16 O 5.4370 9.8560 17.3660
17 H 6.3840 9.8860 17.4540
18 H 5.1750 10.5500 17.9100
19 O 3.9360 6.9090 18.2580
20 H 3.2400 7.5250 18.0430
21 H 4.6170 7.5390 18.1420

Summary:
* Kohn-Sham gap: 10.69 eV
* HOMO energy: -10.7 eV
* SMILES string: O.O.O.O.O.O.O

---

R) Density functional theory data (ωB97M-V/def2-TZVPD) for 7 unconnected molecules or ions with the total composition H14O7.

Cartesian coordinates (Å):
1 O -0.3133 0.9401 -2.2748
2 H -0.5083 0.8611 -1.3398
3 H 0.4977 0.3791 -2.3288
4 O 0.1327 -0.2109 0.4032
5 H 0.5767 -0.0669 1.2472
6 H -0.7193 0.1521 0.3442
7 O -2.0613 -1.9749 -1.2788
8 H -2.0373 -2.9289 -1.1638
9 H -1.2453 -1.7549 -1.6848
10 O 1.3157 2.4731 0.0922
11 H 1.0177 1.5911 0.2752
12 H 1.7037 2.5051 -0.7858
13 O 1.8637 0.7321 2.2262
14 H 2.6297 0.7861 1.6322
15 H 2.2377 0.8361 3.1222
16 O -1.8933 1.7401 0.3242
17 H -2.7493 1.8831 -0.0098
18 H -1.7803 1.9961 1.2412
19 O 0.2017 -3.5009 -0.2378
20 H 0.8577 -3.8529 0.3802
21 H 0.2737 -2.5859 -0.1848

Summary:
* Kohn-Sham gap: 11.05 eV
* HOMO energy: -10.8 eV
* SMILES string: O.O.O.O.O.O.O

---

S) Density functional theory data (ωB97M-V/def2-TZVPD) for 7 unconnected molecules or ions with the total composition H14O7.

Cartesian coordinates (Å):
1 H 0.0512 -0.6405 -1.8602
2 H 0.9581 -0.5963 -0.6413
3 H -2.4113 -1.6593 0.3828
4 H -1.7956 -3.0091 0.7126
5 H -2.2295 1.8133 2.5276
6 H -1.5667 0.4848 2.2024
7 H -2.5404 -0.7378 -2.5381
8 H -3.9606 -0.6368 -2.0062
9 H 3.0500 0.0067 -0.5705
10 H 4.4003 0.6823 -0.7448
11 H 1.8384 3.4391 -2.5673
12 H 1.4285 3.8829 -1.1727
13 H 0.0364 -0.9258 4.0056
14 H 1.3748 -1.3099 3.3963
15 O 0.9804 -0.6286 -1.6044
16 O -1.5818 -2.1479 0.3364
17 O -2.4195 0.8738 2.4266
18 O -3.1835 -1.2068 -1.9946
19 O 3.9971 -0.1587 -0.5017
20 O 1.8908 4.1871 -1.9618
21 O 0.4874 -1.0181 3.1588

Summary:
* Kohn-Sham gap: 11.28 eV
* HOMO energy: -11.2 eV
* SMILES string: O.O.O.O.O.O.O

---

R) takes first place; second place is 29.5 kJ/mol up.

---

P) Density functional theory data (ωB97M-V/def2-TZVPD) for 7 unconnected molecules or ions with the total composition H14O7.

Cartesian coordinates (Å):
1 H -0.7890 1.5612 -2.0703
2 H -0.9933 1.3265 -0.7017
3 H -0.1019 3.6036 -0.5358
4 H -0.7104 4.2913 0.6721
5 H -1.9379 -2.9360 1.7681
6 H -1.4424 -2.0407 2.9006
7 H 0.9985 -2.5611 0.5134
8 H 2.5386 -2.6552 0.6042
9 H -3.6938 -1.4051 -0.4981
10 H -2.5289 -2.3843 -0.4650
11 H 1.9648 1.6423 -2.5089
12 H 2.4193 0.6243 -1.6334
13 H 1.7434 0.1128 1.6046
14 H 2.6953 0.9514 0.6352
15 O -0.7214 0.8135 -1.4399
16 O 0.1193 3.9280 0.3238
17 O -1.8420 -2.0248 2.0970
18 O 1.7204 -3.1712 0.5252
19 O -2.8502 -1.4876 -0.7762
20 O 1.6081 0.8388 -2.0619
21 O 1.8036 0.9724 1.0468

Summary:
* Kohn-Sham gap: 10.27 eV
* HOMO energy: -10.0 eV
* SMILES string: O.O.O.O.O.O.O

---

Q) Density functional theory data (ωB97M-V/def2-TZVPD) for 7 unconnected molecules or ions with the total composition H14O7.

Cartesian coordinates (Å):
1 O -1.4719 0.6487 -0.2284
2 H -0.9275 1.2164 -0.6960
3 H -1.1687 -0.2526 -0.3468
4 O 1.6788 -0.8565 1.5979
5 H 2.1416 -0.9896 2.3917
6 H 0.7419 -0.7333 1.8636
7 O -0.2803 -3.4905 1.3965
8 H -0.5256 -3.0050 2.1964
9 H -0.3921 -2.8372 0.7253
10 O 0.3535 2.5903 -1.1408
11 H 1.0608 1.9758 -1.0095
12 H 0.1048 2.8310 -0.2105
13 O -0.0190 2.0850 -4.1032
14 H -0.0821 2.0759 -3.1799
15 H 0.1987 2.9909 -4.3694
16 O -0.8342 -0.1990 2.3117
17 H -0.8078 0.5710 2.8945
18 H -1.1714 0.0557 1.4547
19 O 0.1010 -1.4551 -0.4520
20 H 0.8072 -1.4042 0.1999
21 H 0.4923 -1.8177 -1.2956

Summary:
* Kohn-Sham gap: 10.96 eV
* HOMO energy: -10.9 eV
* SMILES string: O.O.O.O.O.O.O

---

Q) takes first place; second place is 218.2 kJ/mol up.

---

P) Density functional theory data (ωB97M-V/def2-TZVPD) for 7 unconnected molecules or ions with the total composition H14O7.

Cartesian coordinates (Å):
1 H -1.0632 -0.9675 -0.1422
2 H -0.8734 -0.1170 -1.3875
3 H -4.2526 -2.5858 0.1289
4 H -3.3309 -1.4784 -0.3549
5 H 1.4320 1.9510 -0.8672
6 H 1.4748 2.6778 -2.2013
7 H 0.9064 1.5143 1.5266
8 H 0.4545 1.8924 2.9276
9 H 0.6229 -1.4627 2.5958
10 H 1.8948 -0.6720 2.3364
11 H 3.5230 -1.5218 -1.1131
12 H 4.9296 -1.3000 -0.5819
13 H -2.9970 1.8607 0.0152
14 H -3.1440 0.3676 -0.2278
15 O -0.3907 -0.4909 -0.6418
16 O -3.5977 -2.3841 -0.5488
17 O 1.3206 2.8235 -1.2611
18 O 0.1767 1.9236 2.0052
19 O 1.4388 -1.4825 2.0830
20 O 4.4508 -1.6343 -1.3487
21 O -3.3456 1.2248 -0.6197

Summary:
* Kohn-Sham gap: 11.35 eV
* HOMO energy: -11.5 eV
* SMILES string: O.O.O.O.O.O.O

---

Q) Density functional theory data (ωB97M-V/def2-TZVPD) for 7 unconnected molecules or ions with the total composition H14O7.

Cartesian coordinates (Å):
1 O 21.5910 42.9090 -0.2730
2 H 22.2610 42.9090 0.4220
3 H 21.8310 43.6730 -0.9650
4 H 20.6380 42.6440 -0.1220
5 O 23.5230 43.1420 0.9580
6 H 23.0580 43.4580 1.8280
7 O 24.1150 43.3120 4.2960
8 H 23.3870 42.6150 4.6490
9 H 24.4800 42.9460 3.6000
10 O 25.3590 41.7980 0.0020
11 H 25.7760 40.8700 0.1730
12 H 24.9120 42.1200 0.7790
13 O 22.1860 45.5210 0.9680
14 H 22.8190 44.7600 1.1370
15 H 22.4380 46.1580 1.6610
16 O 25.8270 44.5200 0.8840
17 H 26.2440 43.8800 0.1900
18 H 25.0340 43.9990 1.1570
19 O 23.1570 40.6490 1.7880
20 H 23.1940 40.1900 0.8900
21 H 23.3450 41.5160 1.4670

Summary:
* Kohn-Sham gap: 9.19 eV
* HOMO energy: -9.9 eV

---

P) takes first place; second place is 238.7 kJ/mol up.

---

P) Density functional theory data (ωB97M-V/def2-TZVPD) for 7 unconnected molecules or ions with the total composition H14O7.

Cartesian coordinates (Å):
1 H -0.0319 -0.1439 1.5264
2 H -0.7741 -0.4854 0.2448
3 H 1.6844 1.7470 1.8216
4 H 1.1301 2.9495 1.0754
5 H 4.2170 -1.2849 -0.0340
6 H 2.8783 -0.6323 0.2696
7 H -3.0072 1.0075 -1.5008
8 H -4.5091 0.9986 -1.7337
9 H -0.4228 0.6969 4.5088
10 H 0.3725 -0.4672 3.9410
11 H -0.4958 1.4831 -2.8977
12 H -1.0932 1.0454 -4.2249
13 H -1.0092 -3.9904 -0.3833
14 H -1.3545 -3.8547 -1.8573
15 O 0.0038 -0.0193 0.5713
16 O 1.8915 2.3593 1.1066
17 O 3.8249 -0.4517 0.2508
18 O -3.8201 0.5845 -1.2020
19 O 0.0296 0.4034 3.7099
20 O -0.8203 0.7053 -3.3653
21 O -0.8074 -3.4652 -1.1659

Summary:
* Kohn-Sham gap: 11.00 eV
* HOMO energy: -10.6 eV
* SMILES string: O.O.O.O.O.O.O

---

Q) Density functional theory data (ωB97M-V/def2-TZVPD) for 7 unconnected molecules or ions with the total composition H14O7.

Cartesian coordinates (Å):
1 O 0.5261 -0.2947 1.2284
2 H 0.5751 0.6503 1.4044
3 H 1.1181 -0.5237 0.5394
4 O -2.1849 -0.7657 1.2664
5 H -2.7559 -1.3677 1.7994
6 H -1.2799 -1.0117 1.4814
7 O -1.0639 -0.0217 -1.2296
8 H -0.9749 -0.5347 -0.4146
9 H -1.0079 -0.6807 -1.8926
10 O -0.4009 -2.7367 -0.6796
11 H 0.3791 -2.3047 -0.9516
12 H -0.1809 -3.6037 -0.9196
13 O 1.7401 -0.9537 -1.1916
14 H 1.1491 -0.3417 -1.6566
15 H 2.5601 -0.4837 -1.1236
16 O 0.9761 2.3493 -0.5806
17 H 0.3901 1.7813 -1.1106
18 H 0.7271 3.2223 -0.9376
19 O 0.1231 2.6033 1.9254
20 H -0.7739 2.3253 2.0644
21 H 0.3591 2.6923 0.9794

Summary:
* Kohn-Sham gap: 11.06 eV
* HOMO energy: -10.9 eV
* SMILES string: O.O.O.O.O.O.O

---

Q) takes first place; second place is 71.8 kJ/mol up.